1.
C15H21NO3S in the gas phase at a distorted geometry, computed with ωB97M-V/def2-TZVPD.

Last column: Mulliken charge in e.
Element x y z (Å)
1 C -4.084 -0.848 0.736  -1.75
2 C -2.676 -0.286 0.919  0.65
3 C -1.709 -0.822 -0.151  -0.44
4 C -1.501 0.204 -1.258  -0.92
5 N -0.827 1.364 -0.699  0.32
6 C 0.320 1.772 -1.260  0.59
7 O 0.724 1.333 -2.331  -0.68
8 C 1.166 2.764 -0.508  -0.99
9 S 2.292 1.762 0.548  1.24
10 O 1.471 1.021 1.470  -0.60
11 O 3.253 2.667 1.120  -0.72
12 C 3.174 0.609 -0.582  -1.51
13 C 2.684 -0.772 -0.340  0.58
14 C 2.997 -1.416 0.853  -0.22
15 C 2.493 -2.675 1.119  -0.66
16 C 1.674 -3.306 0.196  -0.43
17 C 1.363 -2.673 -0.995  -0.71
18 C 1.862 -1.409 -1.261  -0.17
19 C -1.326 1.827 0.587  -0.61
20 C -2.708 1.247 0.864  -1.45
21 H -4.083 -1.928 0.861  0.42
22 H -4.764 -0.420 1.469  0.44
23 H -4.462 -0.618 -0.258  0.33
24 H -2.308 -0.590 1.903  0.25
25 H -0.737 -1.037 0.295  0.04
26 H -2.093 -1.748 -0.579  0.53
27 H -2.455 0.501 -1.704  0.31
28 H -0.862 -0.192 -2.048  0.48
29 H 1.809 3.315 -1.188  0.44
30 H 0.638 3.433 0.160  0.38
31 H 4.223 0.745 -0.333  0.59
32 H 2.966 0.951 -1.592  0.49
33 H 3.628 -0.918 1.573  0.41
34 H 2.736 -3.165 2.050  0.40
35 H 1.279 -4.289 0.407  0.40
36 H 0.726 -3.161 -1.717  0.40
37 H 1.612 -0.908 -2.184  0.48
38 H -1.397 2.920 0.574  0.50
39 H -0.634 1.525 1.381  0.36
40 H -3.068 1.645 1.813  0.50
41 H -3.402 1.575 0.088  0.33

Summary:
SMILES: CC1CCN(C(=O)CS(=O)(=O)Cc2ccccc2)CC1
LUMO: 0.7 eV
energy: -34363.90301 eV
HOMO: -9.282 eV
HOMO-LUMO gap: 9.98 eV
molecular weight: 295.40 g/mol
energy relative to the best compared isomer or geometry (same formula, charge and spin): 27.6 kcal per mole

=====

2.
C3H5Cl2NS2 in the gas phase at a distorted geometry, computed with ωB97M-V/def2-TZVPD.

Last column: Mulliken charge in e.
Element x y z (Å)
1 C -1.440 -0.691 -0.878  -0.88
2 N -0.071 -0.914 -0.424  -0.14
3 S 1.210 -0.693 -1.457  -0.03
4 S 1.363 1.438 -1.184  -0.10
5 C 1.109 1.214 0.561  -0.10
6 Cl -0.069 2.462 1.237  -0.20
7 C 0.333 -0.336 0.862  -0.35
8 Cl 1.436 -1.383 1.742  -0.16
9 H -1.300 -1.029 -1.867  0.33
10 H -2.238 -1.247 -0.491  0.30
11 H -1.616 0.289 -0.706  0.44
12 H 1.909 1.157 1.262  0.45
13 H -0.626 -0.266 1.344  0.45

Summary:
SMILES: CN1SS[C@@H](Cl)[C@@H]1Cl
LUMO: 0.3 eV
energy: -51396.08747 eV
HOMO: -8.897 eV
HOMO-LUMO gap: 9.15 eV
molecular weight: 190.12 g/mol
energy relative to the best compared isomer or geometry (same formula, charge and spin): 0.0 kcal per mole

=====

3.
A molecular structure, C20H50N2O4Si2Tl at a distorted geometry, computed with ωB97M-V/def2-TZVPD.

Last column: Mulliken charge in e.
Element x y z (Å)
1 O 0.810 1.710 -1.263  -0.07
2 O 1.667 0.420 -5.973  -0.23
3 C 0.164 2.929 -1.677  -0.36
4 C 0.277 4.087 -0.700  -1.25
5 H -0.886 2.655 -1.825  0.31
6 H 0.606 3.213 -2.646  0.38
7 H -0.028 3.812 0.318  0.22
8 H -0.392 4.889 -1.036  0.42
9 H 1.289 4.502 -0.668  0.34
10 C 2.164 1.873 -0.785  -0.28
11 C 3.115 2.212 -1.913  -1.28
12 H 2.408 0.912 -0.314  0.17
13 H 2.192 2.654 -0.009  0.40
14 H 3.106 1.430 -2.681  0.28
15 H 4.136 2.302 -1.525  0.42
16 H 2.841 3.164 -2.386  0.29
17 C 2.315 -0.757 -6.491  -0.27
18 C 1.817 1.601 -6.779  -0.20
19 C 3.656 -1.049 -5.837  -1.24
20 H 2.457 -0.672 -7.583  0.39
21 H 1.607 -1.570 -6.275  0.28
22 H 4.392 -0.262 -6.040  0.29
23 H 4.044 -1.984 -6.250  0.40
24 H 3.552 -1.171 -4.753  0.22
25 C 3.246 2.010 -7.106  -1.27
26 H 1.314 2.389 -6.202  0.28
27 H 1.269 1.447 -7.724  0.29
28 H 3.864 2.126 -6.209  0.27
29 H 3.208 2.978 -7.613  0.41
30 H 3.736 1.311 -7.794  0.33
31 H -0.306 -0.255 -4.773  0.20
32 Tl -0.732 -0.665 -1.526  1.11
33 C -1.113 -1.029 -4.827  -0.29
34 Si -2.456 -0.813 -6.130  0.26
35 H -0.625 -1.999 -5.016  0.35
36 H -1.621 -1.121 -3.852  -0.32
37 C -2.788 1.023 -6.338  -0.95
38 C -4.077 -1.666 -5.654  -1.01
39 C -1.926 -1.532 -7.793  -1.01
40 C -2.236 0.912 -0.104  -0.72
41 Si -3.568 0.168 0.940  0.17
42 H -2.528 1.515 -0.976  0.59
43 H -1.413 1.429 0.415  0.06
44 C -4.850 -0.728 -0.107  -1.00
45 C -4.454 1.466 1.984  -1.07
46 C -2.814 -1.084 2.134  -0.80
47 H -2.720 -1.441 -8.550  0.33
48 H -1.677 -2.599 -7.707  0.34
49 H -1.039 -1.011 -8.178  0.28
50 H -3.289 1.431 -5.450  0.30
51 H -3.424 1.232 -7.209  0.32
52 H -1.841 1.562 -6.472  0.27
53 H -4.348 -1.459 -4.610  0.27
54 H -4.007 -2.757 -5.768  0.32
55 H -4.916 -1.330 -6.281  0.30
56 H -4.593 2.396 1.415  0.35
57 H -3.876 1.705 2.889  0.32
58 H -5.445 1.108 2.300  0.32
59 H -2.118 -0.607 2.838  0.24
60 H -2.259 -1.867 1.598  0.19
61 H -3.611 -1.568 2.721  0.38
62 H -5.728 -0.980 0.507  0.31
63 H -4.451 -1.663 -0.524  0.29
64 H -5.195 -0.103 -0.942  0.34
65 C 1.369 -1.194 3.896  -1.74
66 C 1.034 -1.107 2.448  0.36
67 N 0.505 -0.030 1.862  0.42
68 O 0.234 0.931 2.853  -0.44
69 C 1.261 -2.223 1.571  0.25
70 C 1.884 -3.499 1.992  -1.25
71 N 0.835 -2.026 0.292  0.36
72 O 1.115 -2.909 -0.568  -0.54
73 H 1.135 -0.243 4.376  0.41
74 H 2.438 -1.421 4.029  0.43
75 H 0.794 -1.997 4.380  0.37
76 H -0.152 1.672 2.345  0.32
77 H 1.191 -4.334 1.821  0.33
78 H 2.799 -3.686 1.413  0.33
79 H 2.150 -3.498 3.053  0.40

Summary:
total charge: +1
LUMO (alpha / beta): -5.0 / -4.7 eV
energy: -53159.82857 eV
HOMO (alpha / beta): -11.638 / -11.718 eV
HOMO-LUMO gap (alpha / beta): 6.62 / 7.01 eV
molecular weight: 643.19 g/mol
energy relative to the best compared isomer or geometry (same formula, charge and spin): 0.0 kcal per mole